# 1
{
  "formula": "C3H2O4",
  "method": "ωB97M-V with the def2-TZVPD basis set",
  "species": ["C", "O", "C", "O", "O", "H", "O", "C", "H"],
  "positions_angstrom": [[-1.407, -0.201, -0.293], [0.838, 1.939, 0.572], [-0.150, -0.360, 0.540], [1.642, 0.154, -0.707], [0.055, -1.214, 1.363], [-1.560, -1.073, -0.966], [-2.154, 0.729, -0.255], [0.857, 0.797, 0.299], [1.879, -0.771, -0.553]],
  "forces_ev_per_angstrom": [[-0.4, -1.3, -0.8], [0.5, -0.1, -0.1], [0.3, 2.0, 2.3], [0.6, 1.9, 0.3], [-0.4, -0.2, -0.8], [-0.2, 0.1, 0.0], [0.4, 0.1, 0.3], [-0.4, -2.7, -1.6], [-0.3, 0.1, 0.5]],
  "mulliken_charge": [0.037, -0.409, 0.418, -0.475, -0.471, 0.287, -0.377, 0.621, 0.369],
  "e_above_lowest_ev": 1.703,
  "e_tot_ha": -416.42224,
  "charge": 0,
  "homo_ha": -0.373,
  "smiles": "O=CC(=O)C(=O)O",
  "e_lumo_ev": -0.78
}

# 2
{
  "formula": "C4H5NO",
  "method": "ωB97M-V with the def2-TZVPD basis set",
  "species": ["O", "C", "C", "N", "H", "H", "C", "C", "H", "H", "H"],
  "positions_angstrom": [[-1.026, -1.338, 1.230], [-1.042, 0.181, -1.266], [1.483, 0.230, -0.603], [-2.046, 0.066, -1.846], [-1.903, -0.999, 1.003], [1.013, 2.075, 0.571], [0.191, 0.344, -0.590], [0.919, 0.982, 0.567], [2.363, -0.113, -1.141], [0.843, 0.519, 1.561], [-0.796, -1.947, 0.515]],
  "forces_ev_per_angstrom": [[-0.2, -0.2, -0.1], [-0.9, -0.1, -0.7], [-0.2, -0.1, -0.2], [1.4, 0.1, 0.9], [0.2, -0.2, 0.0], [0.0, -0.3, 0.1], [0.2, 0.2, -0.2], [-0.1, 0.2, 0.2], [-0.3, 0.1, 0.3], [0.1, 0.1, -0.5], [-0.2, 0.1, 0.2]],
  "mulliken_charge": [-0.674, 0.257, -0.522, -0.428, 0.329, 0.212, 0.386, -0.458, 0.372, 0.198, 0.329],
  "e_above_lowest_ev": 3.071,
  "e_tot_ha": -285.30171,
  "charge": 0,
  "homo_ha": -0.368,
  "smiles": "N#CC1=CC1.O",
  "e_lumo_ev": 0.37
}

# 3
{
  "formula": "C5H6N2",
  "method": "ωB97M-V with the def2-TZVPD basis set",
  "species": ["C", "C", "C", "H", "H", "N", "H", "H", "H", "C", "C", "N", "H"],
  "positions_angstrom": [[-0.402, -0.987, -0.615], [-0.506, 0.868, -0.813], [1.189, 0.593, 0.275], [-1.255, 1.077, -1.569], [1.430, -0.084, 1.097], [-0.336, -2.651, 0.600], [2.084, 1.169, 0.008], [-0.324, 2.345, 0.838], [-0.919, -0.800, 1.581], [-0.671, -1.467, 0.727], [-0.059, 1.437, 0.318], [0.641, -0.079, -0.957], [-0.871, -1.421, -1.490]],
  "forces_ev_per_angstrom": [[0.3, -1.2, 0.0], [0.2, 1.0, -0.5], [0.1, 0.0, 0.3], [0.1, -0.1, 0.2], [-0.1, 0.0, -0.1], [0.2, 0.4, -0.3], [-0.2, -0.2, 0.0], [-0.1, -0.1, 0.1], [-0.1, -0.3, 0.0], [-0.1, 0.3, 0.1], [0.2, 0.5, 0.0], [-0.4, -0.2, 0.0], [-0.1, -0.1, 0.3]],
  "mulliken_charge": [-0.150, -0.040, -0.284, 0.438, 0.302, -0.534, 0.247, 0.355, 0.341, -0.094, -0.664, -0.344, 0.428],
  "e_above_lowest_ev": 6.164,
  "e_tot_ha": -303.40956,
  "charge": 0,
  "homo_ha": [-0.305, -0.276],
  "e_lumo_ev": [-0.11, 0.00]
}

# 4
{
  "formula": "C2H10N2O",
  "method": "ωB97M-V with the def2-TZVPD basis set",
  "species": ["H", "H", "H", "N", "C", "O", "H", "H", "N", "H", "H", "H", "C", "H", "H"],
  "positions_angstrom": [[-2.132, 0.488, 1.565], [-1.183, -0.679, -0.286], [4.290, -1.055, -0.638], [-2.199, -0.664, -0.141], [3.391, -1.187, -0.040], [2.289, -0.483, -0.581], [2.252, 0.397, -0.197], [-2.546, -0.581, -1.093], [-1.940, 1.806, -0.017], [-3.607, 0.694, 0.544], [-1.050, 2.059, 0.387], [-1.815, 1.753, -1.019], [-2.518, 0.597, 0.554], [3.147, -2.248, -0.017], [3.621, -0.894, 0.979]],
  "forces_ev_per_angstrom": [[-0.3, 0.2, 0.2], [-0.2, -0.2, 0.3], [0.1, 0.1, -0.2], [0.5, 0.6, -0.3], [0.1, -0.2, 0.1], [-0.2, 0.1, 0.0], [0.1, -0.1, -0.1], [-0.3, -0.2, 0.0], [0.0, 0.4, 0.1], [0.1, -0.1, 0.3], [0.0, -0.1, 0.1], [-0.2, -0.1, 0.0], [0.3, -0.4, -0.6], [-0.1, 0.0, -0.1], [0.0, 0.1, 0.2]],
  "mulliken_charge": [0.317, 0.234, 0.235, -0.607, -0.512, -0.490, 0.294, 0.232, -0.568, 0.284, 0.236, 0.213, -0.335, 0.215, 0.251],
  "e_above_lowest_ev": 0.823,
  "e_tot_ha": -266.91402,
  "charge": 0,
  "homo_ha": -0.329,
  "smiles": "NCN.CO",
  "e_lumo_ev": 0.64
}

# 5
{
  "formula": "C27H51Cl2F4N3O5PSSi2",
  "method": "ωB97M-V with the def2-TZVPD basis set",
  "species": ["H", "O", "O", "C", "H", "H", "H", "C", "Cl", "Si", "C", "F", "C", "H", "Cl", "H", "H", "C", "H", "C", "S", "H", "Si", "C", "H", "H", "H", "H", "F", "C", "C", "H", "C", "H", "H", "C", "H", "H", "H", "H", "C", "H", "H", "C", "H", "H", "H", "H", "C", "H", "N", "C", "C", "H", "H", "H", "C", "C", "C", "H", "H", "H", "H", "H", "C", "H", "H", "C", "C", "F", "O", "O", "H", "N", "H", "H", "C", "P", "C", "C", "H", "C", "H", "H", "H", "H", "H", "N", "H", "H", "O", "H", "H", "F", "H", "C"],
  "positions_angstrom": [[1.273, 0.437, 0.226], [-2.801, -3.384, -5.990], [-1.679, 0.057, 5.571], [1.724, 3.400, 2.896], [-1.019, 4.526, 3.430], [2.529, 1.423, 4.820], [2.749, 2.133, -3.295], [1.667, 0.761, 4.770], [0.146, -2.443, -0.952], [-1.637, -3.906, -4.956], [2.076, 4.839, 2.845], [4.054, 1.084, 1.376], [3.171, 5.338, 3.378], [-0.044, -2.074, -5.463], [1.640, -1.653, 6.035], [-0.140, -1.718, 3.350], [2.046, 4.156, 6.099], [2.233, -0.674, 4.647], [2.107, 4.155, 0.516], [1.765, 3.119, 0.474], [-0.906, 2.896, 6.311], [-5.668, -3.789, -4.881], [-4.125, -3.913, -6.822], [-0.204, -0.706, 1.158], [3.905, 4.723, 3.888], [1.861, -1.157, 3.745], [3.091, 3.172, -1.227], [-0.684, -0.268, -0.921], [5.657, 3.589, 2.154], [2.171, 2.442, 1.817], [-0.519, -2.466, -4.561], [-1.240, -6.168, -5.903], [-1.550, 1.828, 3.154], [1.384, 5.466, 2.293], [0.535, 3.286, -1.795], [-5.415, -4.546, -5.627], [-3.213, 1.501, 4.461], [-6.329, -4.809, -6.164], [0.476, -1.501, 1.475], [-4.490, -5.573, -8.611], [-0.762, -1.100, -0.220], [0.199, -5.554, -5.086], [-0.223, -4.963, -6.697], [0.807, 1.332, 3.614], [-1.636, -4.790, -2.647], [2.204, 0.353, 2.298], [-1.072, -2.250, 4.766], [0.676, 3.180, 0.451], [3.769, -0.723, 4.618], [-1.076, -1.652, -4.090], [1.866, 2.629, -3.248], [2.305, 2.519, -0.846], [-0.634, -5.275, -5.735], [1.282, 2.278, -3.996], [-3.295, 0.594, 2.945], [1.117, 0.890, 5.704], [3.711, 2.259, 1.930], [-3.638, -5.286, -7.990], [-1.030, -1.541, 3.946], [-5.070, -5.437, -5.098], [0.679, 1.514, -1.871], [4.132, -1.506, 5.282], [-4.088, -2.090, -8.500], [-2.829, -4.973, -8.653], [1.237, 2.457, -1.942], [-5.119, -1.663, -7.131], [-0.132, 1.378, 0.690], [-2.411, -4.532, -3.373], [0.559, 0.610, 1.035], [4.012, 2.162, 3.257], [1.356, 4.699, 5.694], [-1.172, 2.768, 2.468], [4.213, 0.216, 4.948], [0.966, 2.870, 3.797], [-1.810, -1.386, -0.172], [-1.039, -0.635, 1.851], [1.428, 1.114, 2.202], [0.157, 3.857, 5.091], [-3.006, 1.549, 3.394], [4.632, 3.364, 1.310], [2.724, 1.526, -0.682], [-1.113, -0.162, 4.541], [-3.576, 2.353, 2.936], [3.371, 6.400, 3.331], [4.115, 4.305, 1.136], [4.130, -0.962, 3.616], [0.267, -2.782, -3.873], [-0.614, 0.996, 3.742], [-1.900, -1.685, 3.298], [-3.305, -6.175, -7.450], [-0.502, 4.939, 4.148], [-5.697, -2.803, -8.351], [-3.016, -5.424, -3.549], [5.127, 2.910, 0.148], [-3.057, -3.774, -2.923], [-4.818, -2.481, -7.789]],
  "forces_ev_per_angstrom": [[-0.1, 0.1, 0.0], [0.0, 0.0, 0.0], [0.3, -0.1, -0.4], [-0.1, -0.1, 0.3], [-0.1, 0.0, 0.1], [0.0, 0.0, 0.1], [-0.1, -0.1, 0.0], [0.0, 0.0, -0.2], [0.1, -0.1, 0.0], [0.1, -0.1, 0.1], [-0.3, -0.2, -0.2], [0.1, -0.3, -0.1], [0.4, 0.2, 0.2], [0.0, 0.0, 0.0], [-0.1, 0.0, -0.1], [-0.1, 0.0, 0.2], [-0.1, 0.1, 0.3], [0.1, 0.1, 0.0], [-0.1, 0.0, 0.0], [0.1, 0.0, -0.1], [0.2, 0.0, -0.2], [0.0, 0.0, 0.0], [-0.2, -0.1, -0.1], [0.0, 0.1, -0.4], [-0.1, 0.0, 0.1], [-0.1, -0.1, 0.1], [0.1, -0.2, 0.1], [0.0, 0.0, 0.0], [0.1, 0.0, 0.0], [-0.3, 0.3, 0.0], [0.0, 0.1, -0.1], [0.0, 0.0, 0.0], [0.2, -0.5, 0.3], [-0.1, 0.0, 0.1], [-0.1, -0.1, 0.0], [0.1, 0.0, 0.0], [0.0, 0.0, 0.0], [0.0, 0.0, 0.0], [-0.2, 0.0, 0.1], [0.0, 0.0, 0.0], [-0.1, 0.3, 0.0], [0.0, 0.0, 0.0], [0.0, 0.0, 0.0], [-0.2, 0.5, 0.0], [0.0, 0.0, 0.0], [-0.1, 0.0, 0.2], [-0.1, 0.0, 0.0], [0.0, 0.0, 0.0], [0.0, -0.2, 0.1], [0.0, 0.0, 0.0], [0.1, 0.0, 0.1], [-0.3, 0.1, 0.0], [-0.1, 0.0, 0.0], [0.0, 0.0, 0.0], [0.0, 0.0, 0.0], [0.0, -0.1, -0.1], [-0.2, 0.1, -0.1], [0.1, 0.0, 0.1], [0.2, 0.0, 0.4], [0.0, 0.0, 0.0], [-0.1, 0.1, 0.1], [0.0, 0.0, -0.1], [0.0, 0.0, 0.0], [0.0, 0.0, 0.0], [0.1, 0.1, -0.1], [0.0, 0.0, 0.0], [0.0, 0.0, 0.1], [0.0, 0.0, 0.0], [0.0, 0.0, -0.1], [0.0, 0.0, 0.2], [0.1, -0.2, -0.5], [-0.1, 0.4, -0.2], [0.0, 0.0, 0.0], [0.5, -0.3, -0.2], [0.1, -0.2, 0.0], [0.2, 0.1, -0.3], [0.3, -0.3, -0.4], [-0.4, 0.4, 0.4], [0.1, 0.0, 0.0], [-0.1, 0.1, 0.0], [0.2, 0.1, -0.1], [-0.2, 0.1, 0.5], [0.0, -0.1, 0.0], [0.0, 0.0, -0.1], [0.0, 0.0, 0.0], [0.0, 0.2, 0.0], [0.0, 0.0, 0.0], [-0.1, -0.1, -0.4], [0.0, 0.0, 0.1], [0.0, 0.0, 0.0], [0.3, 0.0, 0.0], [0.0, 0.0, 0.0], [0.0, 0.0, 0.0], [0.1, 0.0, -0.1], [0.0, 0.0, 0.0], [0.1, 0.0, 0.0]],
  "mulliken_charge": [0.884, -0.308, -0.444, 0.288, 0.514, 0.668, 0.226, -2.433, -0.223, 0.302, -1.216, -0.330, -1.149, 0.321, -0.150, 0.288, 0.396, 0.925, 0.628, -2.172, -0.286, 0.277, 0.387, -0.395, 0.237, -0.230, 0.631, 0.069, -0.314, 1.557, -0.865, 0.299, 0.691, 0.450, 0.256, -1.013, 0.297, 0.389, 0.650, 0.385, -0.565, 0.376, 0.285, 0.225, 0.393, 0.810, 0.406, 0.899, -1.150, 0.190, -0.667, -1.583, -0.995, 0.275, 0.298, 0.984, 0.989, -1.005, -1.333, 0.298, 0.068, 0.460, 0.284, 0.283, -0.229, 0.279, 0.566, -0.962, -1.995, -0.379, -0.569, -0.660, 0.211, 0.253, 0.525, -0.535, 0.929, 0.867, -1.555, 0.164, 0.732, 0.184, 0.466, 0.395, 0.375, 0.287, 0.232, 1.093, 0.309, 0.298, -0.594, 0.308, 0.311, -0.271, 0.270, -1.018],
  "e_tot_ha": -4238.25553,
  "charge": 1,
  "homo_ha": -0.417,
  "e_lumo_ev": -4.03
}